(1)
96
Properties=species:S:1:pos:R:3 method="wB97M-V/def2-TZVPD" smiles="CCOC(=O)CCCB(N)F.COCCNCCOC.COCCNCCOC.COCCNCCOC" lumo_energy_ev=0.408 e_tot_ha=-1894.8600 homo_lumo_gap_ev=8.924
C -2.60535 -5.62439 0.25961
C 2.39808 -3.90878 -0.96674
H 1.58694 7.21335 -4.97473
H 3.61787 3.56063 -4.39264
H 2.87566 5.15032 -5.62967
C -4.42581 -0.47531 -0.91155
H 1.14492 4.29347 -4.50990
H -3.27577 3.86814 -1.19592
H -5.20759 0.87995 -2.34555
H -2.22078 -1.86879 -0.39314
C 2.27926 6.74752 -4.26494
H 4.10346 -1.36762 6.89148
H 1.06990 -1.76741 1.75173
C 2.31958 -2.51339 8.01357
N -4.17901 -3.52701 0.49031
H -4.58658 -2.88699 1.16333
H 2.61262 -3.32259 7.33558
N 2.92894 -2.07998 4.62683
H 4.40615 -3.34507 -0.41197
C 0.62309 4.99016 -3.83695
H -0.51981 4.82886 -2.02372
H -5.27072 -1.16624 -0.98052
C -0.36910 -2.17890 4.63304
H -0.68730 -3.53137 0.74495
C 2.55686 -2.16057 3.21967
H -0.74338 -5.50098 -0.84373
H 1.71817 -3.75192 -1.80892
H 3.27476 -1.57273 2.63694
H 3.81520 -0.19598 4.69544
H -2.99798 -5.58481 -0.75936
H 2.67258 -3.19963 2.90367
O 1.69400 -3.59431 0.24562
F -2.99417 -4.31284 2.38713
O -3.41290 -0.92065 -1.80187
C -4.21497 3.41701 -3.05088
C -2.15172 -1.13285 -1.19917
O 2.07706 -1.30507 7.32534
H -2.94154 -6.58103 0.67428
H -4.92545 -3.94502 -0.05014
C -4.88259 0.91529 -1.29519
H -1.48996 -1.51761 -1.97387
C -0.37794 -4.53226 1.05065
C 3.61321 -3.01791 -1.08391
N 1.49914 6.00998 -3.28167
H -0.61429 -4.67526 2.10332
O 0.97225 3.38778 -2.06899
H -1.40588 -2.51182 4.68362
H 0.18526 -2.65802 5.44561
H 2.27053 -2.62126 5.17406
H -5.75287 1.18828 -0.68995
C 1.14034 3.71195 -0.70673
O -3.01348 3.14976 -3.75089
H 0.97374 -0.65819 3.11646
C 3.21608 -0.76969 6.66232
H -5.00644 3.59152 -1.07386
H -0.16749 5.47709 -4.41610
H 3.76775 6.66178 -5.78509
H -0.76114 3.50420 -3.16818
H -2.21695 1.85139 -5.08986
C -4.08773 3.22465 -1.54428
H 2.79253 7.55906 -3.74354
H 3.10455 -2.39365 8.76789
H 3.98984 -3.02262 -2.10764
C 1.11552 -4.64702 0.90945
C 2.98668 -0.73266 5.16847
H 5.20024 3.74883 -3.60893
H 3.38130 0.24659 7.03126
C 4.21260 4.19406 -3.72707
H 0.20403 3.59903 -0.14881
H 2.07025 -0.15152 4.98704
H 2.12839 5.57023 -2.62089
H 3.72517 4.21318 -2.74782
H 2.68715 -4.96155 -0.95145
H -4.45079 4.46897 -3.23124
C -2.83862 1.81762 -4.19516
B -3.28513 -4.46826 1.08119
H 1.39292 -2.78847 8.51416
H 3.34707 -1.99273 -0.82167
H -4.06169 -0.48084 0.12039
H 1.87492 3.01945 -0.29843
C -0.01404 4.17178 -2.73862
H -5.03319 2.82517 -3.47854
N -3.82115 1.87980 -1.05649
C 3.32399 5.97407 -5.06054
H -0.33745 -1.09583 4.78732
H -1.72499 -0.20639 -0.79804
H -0.66154 -6.57764 0.52543
O 4.39257 5.48611 -4.27084
O 1.76679 -5.56075 1.31982
C 1.15464 -1.70400 2.83793
O 0.12624 -2.53035 3.35710
C -1.05459 -5.61459 0.19815
H -2.33614 1.19000 -3.45339
H -2.97049 1.53521 -1.48523
H 1.50199 4.73706 -0.56656
H -3.79621 1.35374 -4.44869

(2)
96
Properties=species:S:1:pos:R:3 method="wB97M-V/def2-TZVPD" smiles=COCCOC.COCCOC.COCCOC.COCCOC.COCCOC.ClCCCl.ClCCCl lumo_energy_ev=0.243 e_tot_ha=-3542.1166 de_lowest_kj_mol=85.8 homo_lumo_gap_ev=9.759
H 17.64225 6.13942 6.84844
H 6.29586 10.11002 16.74010
C 16.69408 14.64207 10.66986
H 8.50830 9.07211 13.03922
H 13.56360 10.29055 17.91574
C 16.03232 11.38495 13.80498
H 16.91868 10.49667 10.77606
H 14.87746 9.07848 17.88694
H 12.53706 12.96114 10.44396
H 7.98922 6.80245 11.13732
O 12.91666 14.95597 10.43392
O 15.34734 10.87317 16.87474
C 15.16666 7.31928 10.44542
H 9.60922 6.09319 10.76714
H 14.51052 8.12754 10.76838
O 16.45780 7.50329 11.06578
H 12.46222 17.41089 11.62288
H 15.96044 6.12713 6.37472
H 16.25106 13.40842 16.79004
C 12.11140 16.52811 12.15740
H 15.96884 15.04226 11.37838
C 16.37244 7.42761 12.48320
H 7.64762 10.40279 12.18688
C 15.97986 11.58187 17.93688
H 12.53082 11.56361 12.43508
H 17.69258 15.37942 17.94668
H 16.51320 14.74181 9.59960
H 11.06708 13.95170 10.73768
C 13.32248 17.37062 14.05134
O 16.22346 6.39402 8.42086
C 8.07335 9.40348 12.09628
C 16.21858 11.06889 11.38478
O 12.13072 16.78308 13.58010
C 18.25632 14.48787 18.22134
O 8.58428 6.97254 9.17353
H 12.79480 14.51365 12.49446
H 16.72764 7.62372 6.73766
H 12.17162 10.82699 14.96950
H 14.75974 6.37263 10.80094
H 15.13754 10.76281 13.78412
H 10.93504 9.71737 14.30814
O 16.81942 11.06313 12.67118
H 16.58729 11.08491 14.69384
C 15.27124 7.34179 8.89106
C 7.17192 9.76414 16.19146
Cl 13.01826 8.98000 13.63346
H 8.32208 11.56319 16.20234
H 11.76802 13.81107 9.12445
H 7.27934 7.55960 7.74388
C 12.97282 15.31455 11.77684
H 14.32690 7.38416 8.34836
C 14.38396 9.87525 17.33040
H 15.83992 12.45167 13.91980
C 16.85506 12.73143 17.39420
H 17.40858 7.47808 12.81782
H 14.03562 15.51458 11.91290
H 18.88760 14.45160 17.33348
Cl 10.64764 12.56729 13.42942
H 7.91530 9.35886 16.87792
H 15.31222 10.46765 11.31330
Cl 6.72164 8.48607 15.07482
H 11.09004 16.31338 11.84304
H 17.56262 12.24735 16.72106
H 13.24370 17.77232 15.06154
C 7.34808 7.51152 8.83064
H 15.73098 8.25351 12.79062
H 16.01672 6.44655 12.79796
O 17.00548 13.28693 10.81650
Cl 6.54612 11.96603 14.79998
H 15.38406 12.41827 9.92743
H 11.09998 10.76778 12.02938
H 15.11524 12.87068 11.61846
H 7.18456 8.54563 9.13392
C 11.60120 11.21721 12.88664
O 9.03936 9.38181 11.09330
C 8.91742 6.91374 10.57682
C 15.85246 12.49555 10.90862
H 15.65392 8.33219 8.64455
H 8.46646 10.64346 14.65500
H 13.57204 18.27957 13.50394
H 7.22504 8.74678 11.90338
C 11.85484 10.26133 14.09328
H 6.43634 7.03525 9.19122
C 9.78084 8.12678 11.03856
H 16.60885 10.92507 18.53778
H 17.55738 15.28186 10.85274
H 10.23932 7.81815 11.97804
C 12.00444 13.87663 10.18648
H 14.17376 16.69781 13.94776
C 16.67090 6.58496 7.06302
H 14.02626 9.47792 16.38052
O 17.44706 13.36956 18.51728
H 10.67522 8.25020 10.42787
C 7.80840 10.93701 15.47286
H 15.25764 12.00615 18.63436
H 18.84210 14.66079 19.12414

no.,strongest force on any atom (eV/A),E_HOMO (eV)
1,1.0,-8.517
2,1.9,-9.516